DFT (wB97M-V/def2-TZVPD) results for C9H10O2 in the gas phase.

XYZ file:
```
21
Properties=species:S:1:pos:R:3:forces:R:3:mulliken_charge:R:1
C -2.683 0.647 -0.035 -2.01 -1.72 1.73 -1.0904
C -1.403 0.392 -0.106 1.89 1.01 -0.11 0.0104
C -0.443 -0.097 0.881 0.52 -1.85 0.43 0.1836
C -0.392 -0.212 2.207 -0.80 0.61 1.71 -1.0729
C 0.668 -0.723 -0.076 0.44 1.48 1.21 1.1355
C 1.340 -1.969 0.413 -0.56 -1.22 -0.55 -0.4206
O 2.246 -2.130 1.187 -0.08 0.99 0.08 -0.4707
C 1.623 0.479 -0.373 0.06 -1.29 1.03 -0.7830
C 0.771 1.283 -1.323 -0.56 -0.09 -0.68 -0.8035
C -0.530 0.424 -1.366 -1.18 -0.19 -0.75 0.3990
O -0.038 -0.931 -1.313 0.74 0.48 0.92 -0.5430
H -3.231 0.741 -0.948 -0.37 0.68 -0.31 0.3401
H -3.297 0.315 0.889 1.17 0.98 -1.52 0.2272
H 0.483 -0.608 2.719 0.13 -0.28 -0.53 0.3045
H -1.128 0.099 3.037 0.70 -0.08 -2.04 0.2517
H 0.896 -2.856 -0.067 -0.15 -0.22 -0.11 0.3357
H 2.562 0.072 -0.683 0.53 -0.07 -1.11 0.3872
H 1.912 0.928 0.566 -0.40 0.56 0.26 0.3617
H 0.625 2.308 -1.002 -0.22 0.12 0.07 0.3640
H 1.166 1.306 -2.350 -0.01 -0.02 0.41 0.3011
H -1.147 0.531 -2.256 0.19 0.14 -0.14 0.5826
```
Forces are in eV/Å.

Summary:
Max |F| in eV Å⁻¹: 3.2
Relative energy (zero: lowest compared OMol25 entry of this formula, charge and spin) in kcal per mole: 65.75
Frontier orbital gap in eV: 9.82
HOMO level in eV: -9.26
Net charge: 0
Calculated total energy in eV: -13587.3803